1.
Entry from OMol25: the molecule C6H13N in a non-equilibrium geometry (the ωB97M-V functional and the def2-TZVPD basis).

Its structure (SMILES) is CC/C(C)=C(/C)N. Its max |F| is 0.028 hartree/bohr. The HOMO-LUMO gap comes out at 8.667 eV. Its energy above the lowest of the compared OMol25 structures with the same formula, charge and spin is 25.3 kJ/mol.

```
20
Properties=species:S:1:pos:R:3:forces:R:3:nbo_charge:R:1
C 0.235 -2.460 0.129 0.399 -0.039 0.317 -0.600
C 0.410 -1.156 0.930 -0.771 0.075 -0.986 -0.416
C 0.366 0.081 0.053 0.143 0.332 -0.042 -0.089
C 1.581 0.290 -0.805 -0.243 -0.166 -0.275 -0.624
C -0.658 0.944 0.049 -0.317 0.225 0.975 0.196
C -0.641 2.376 -0.438 0.164 -1.001 -1.000 -0.649
N -1.862 0.688 0.755 0.301 -0.025 0.147 -0.837
H 0.777 -2.444 -0.815 0.073 -0.001 0.021 0.202
H -0.813 -2.634 -0.096 -0.171 0.062 -0.089 0.200
H 0.587 -3.316 0.707 -0.001 -0.072 -0.039 0.205
H -0.411 -1.127 1.645 0.304 0.090 0.366 0.195
H 1.357 -1.114 1.468 0.032 -0.245 0.096 0.208
H 2.503 0.301 -0.241 0.347 0.091 0.295 0.202
H 1.667 -0.545 -1.506 0.059 -0.027 -0.011 0.205
H 1.528 1.181 -1.425 0.017 0.071 0.094 0.211
H 0.352 2.672 -0.764 -0.034 0.156 0.157 0.219
H -1.287 2.423 -1.319 -0.158 0.403 0.023 0.208
H -1.012 3.035 0.338 -0.025 0.062 0.080 0.225
H -1.993 -0.278 1.009 -0.204 0.060 -0.154 0.368
H -2.686 1.084 0.325 0.085 -0.052 0.026 0.371
```
Positions in Å, forces in eV/Å.



2.
Entry from OMol25: the molecule C6H13N in a non-equilibrium geometry (the ωB97M-V functional and the def2-TZVPD basis).

Its structure (SMILES) is C/C=C/C[C@@H](C)N. Its max |F| is 0.028 hartree/bohr. The HOMO-LUMO gap comes out at 9.983 eV. Its energy above the lowest of the compared OMol25 structures with the same formula, charge and spin is 89.8 kJ/mol.

```
20
Properties=species:S:1:pos:R:3:forces:R:3:nbo_charge:R:1
C 1.500 0.452 2.701 -0.008 0.449 -0.117 -0.652
C 1.035 0.041 1.335 0.617 -0.195 -0.682 -0.206
C 1.134 0.723 0.197 0.552 -0.286 -0.400 -0.172
C 0.412 0.423 -1.109 0.706 -0.201 1.243 -0.438
C -0.610 -0.705 -1.071 -0.706 0.272 -0.674 -0.052
C -1.825 -0.362 -0.221 0.164 1.134 -0.245 -0.617
N -1.094 -0.944 -2.436 -0.096 -0.653 -0.291 -0.851
H 1.018 1.385 3.013 -0.213 -0.196 -0.049 0.218
H 1.206 -0.328 3.395 0.281 0.049 0.323 0.216
H 2.562 0.691 2.782 0.119 -0.419 -0.080 0.218
H 0.711 -0.986 1.216 -0.880 0.084 0.397 0.192
H 1.853 1.535 0.095 -0.517 0.559 0.426 0.189
H -0.061 1.387 -1.327 -0.269 -0.223 -0.469 0.212
H 1.138 0.203 -1.897 0.032 0.164 -0.061 0.207
H -0.190 -1.650 -0.718 0.361 0.157 0.077 0.184
H -2.511 -1.190 -0.097 -0.067 -0.124 0.065 0.218
H -1.558 0.103 0.726 0.079 -0.493 0.195 0.224
H -2.322 0.463 -0.751 -0.293 -0.247 0.004 0.194
H -0.424 -0.735 -3.161 0.087 0.000 0.095 0.357
H -1.973 -0.509 -2.673 0.051 0.169 0.241 0.359
```
Positions in Å, forces in eV/Å.



3.
Entry from OMol25: C6H13N as an isolated structure in a non-equilibrium geometry (the ωB97M-V functional and the def2-TZVPD basis).

Its max |F| is 0.046 hartree/bohr. The HOMO-LUMO gap comes out at 5.189 eV. Its energy above the lowest of the compared OMol25 structures with the same formula, charge and spin is 665.1 kJ/mol.

```
20
Properties=species:S:1:pos:R:3:forces:R:3:nbo_charge:R:1
C -0.486 -1.256 1.233 1.418 0.611 -0.335 -0.261
N 0.233 -0.374 0.316 0.095 0.805 -2.214 -0.600
C 2.304 -0.178 -2.150 -0.850 1.004 -0.192 -0.554
C 0.911 -0.003 -2.428 0.968 -1.468 -1.410 -0.340
C -0.535 0.867 0.227 -0.111 -0.662 0.243 -0.255
C -1.100 1.070 1.644 1.265 0.057 -0.768 -0.425
C -1.495 -0.364 1.968 -0.794 -0.162 0.225 -0.428
H -0.973 -2.104 0.729 -0.052 0.105 -0.014 0.179
H 0.356 -1.671 1.797 -0.517 -0.295 0.655 0.199
H 2.899 -1.027 -2.471 -0.357 -0.635 1.098 0.243
H 2.872 0.736 -2.019 0.029 0.069 -0.548 0.211
H 1.463 -0.114 -1.188 0.504 -0.368 1.528 0.416
H 0.680 0.750 -3.178 -0.837 1.002 1.266 0.235
H 0.234 -0.838 -2.309 0.151 -0.164 -0.457 0.235
H -1.380 0.747 -0.479 -0.069 0.178 0.108 0.152
H 0.088 1.671 -0.178 0.041 0.118 0.104 0.186
H -1.823 1.882 1.699 -0.389 -0.331 0.188 0.208
H -0.230 1.341 2.253 -0.189 0.092 0.183 0.194
H -2.445 -0.620 1.488 -0.269 0.336 0.396 0.195
H -1.575 -0.516 3.044 -0.038 -0.292 -0.057 0.212
```
Positions in Å, forces in eV/Å.



Looking at electronic energy for the records above, in order, we have -291.14913; -291.12454; -290.90542 hartree.